No. 1
# C4H5NO

The molecule C4H5NO in a non-equilibrium geometry (ωB97M-V/def2-TZVPD, the Open Molecules 2025 dataset).

Geometry as XYZ:
```
11
Properties=species:S:1:pos:R:3:nbo_charge:R:1
O 0.5501 -1.1026 0.8125 -0.46
N 2.9298 1.2591 -0.0207 -0.32
C 1.9052 0.9841 0.6709 0.23
C 0.5059 0.3620 0.9838 -0.01
C -1.2607 -0.3535 -0.6407 -0.65
C 0.0862 -0.3683 -0.3890 0.09
H 0.8483 -0.2484 -1.2573 0.23
H -0.1973 0.7428 1.5739 0.21
H -1.8373 -1.2751 -0.9962 0.24
H -1.6334 0.4093 -1.1817 0.23
H -1.8968 -0.4095 0.4444 0.21
```

For the energy relative to the best compared isomer or geometry (same formula, charge and spin), the calculation gives 100.7 kcal/mol. The value obtained for the total energy is -285.254185 a.u. For the HOMO-LUMO gap, the calculation gives 11.126 eV. As for the SMILES: C[C@@H]1O[C@H]1C#N. As for the HOMO energy: -10.36 eV.

---

No. 2
# C4H5NO

The molecule C4H5NO in a non-equilibrium geometry (ωB97M-V/def2-TZVPD, the Open Molecules 2025 dataset).

Geometry as XYZ:
```
11
Properties=species:S:1:pos:R:3:nbo_charge:R:1
O 0.7122 -1.0062 0.5522 -0.50
N 1.2764 1.0436 -0.3541 -0.38
C -1.5253 -0.4281 0.3192 -0.42
C 0.3451 1.2213 0.5001 0.05
C 1.1851 -0.3945 -0.6376 0.03
C -0.3114 -0.0892 0.7436 0.21
H -1.7175 -1.4670 0.0716 0.22
H 0.2924 -0.4913 -1.3140 0.17
H 0.0326 2.1972 0.8594 0.21
H -2.2877 0.3138 0.1270 0.21
H 2.0948 -0.8567 -1.0180 0.20
```

For the energy relative to the best compared isomer or geometry (same formula, charge and spin), the calculation gives 55.5 kcal/mol. The value obtained for the total energy is -285.326195 a.u. For the HOMO-LUMO gap, the calculation gives 10.682 eV. As for the SMILES: C=C1C=NCO1. As for the HOMO energy: -9.85 eV.

---

No. 3
# C4H5NO

The molecule C4H5NO in a non-equilibrium geometry (ωB97M-V/def2-TZVPD, the Open Molecules 2025 dataset).

Geometry as XYZ:
```
11
Properties=species:S:1:pos:R:3:nbo_charge:R:1
O 0.5669 1.0543 -0.1554 -0.28
N 0.3375 0.9094 -1.4635 -0.12
C -1.3316 -0.0606 -0.2602 -0.34
C -0.2916 0.3163 0.6002 0.26
C 1.0068 -0.3990 1.2550 -0.60
C -0.8120 0.2920 -1.5349 -0.06
H -2.3248 -0.4942 -0.1272 0.24
H -1.1896 0.0864 -2.5234 0.22
H 1.8511 -0.4640 0.5172 0.23
H 1.3987 0.1624 2.0992 0.23
H 0.6931 -1.4007 1.4677 0.21
```

For the energy relative to the best compared isomer or geometry (same formula, charge and spin), the calculation gives 90.9 kcal/mol. The value obtained for the total energy is -285.269802 a.u. For the HOMO-LUMO gap, the calculation gives 9.808 eV. As for the SMILES: Cc1ccno1. As for the HOMO energy: -9.40 eV.

---

No. 4
# C4H5NO

The molecule C4H5NO in a non-equilibrium geometry (ωB97M-V/def2-TZVPD, the Open Molecules 2025 dataset).

Geometry as XYZ:
```
11
Properties=species:S:1:pos:R:3:nbo_charge:R:1
O -0.1680 -1.5159 0.3992 -0.48
N -0.3522 3.1882 -0.2890 -0.31
C 0.2805 -0.0908 0.5870 -0.06
C 0.8701 -2.0163 -0.2219 0.09
C -0.4408 2.0426 -0.3731 0.28
C -0.5416 0.5953 -0.4552 -0.55
H 1.3711 0.1375 0.4479 0.23
H -0.2116 0.2578 -1.4428 0.26
H 0.0208 0.1807 1.6044 0.21
H -1.5801 0.2804 -0.3296 0.26
H 0.7519 -3.0596 0.0730 0.07
```

For the energy relative to the best compared isomer or geometry (same formula, charge and spin), the calculation gives 96.4 kcal/mol. The value obtained for the total energy is -285.260969 a.u. For the HOMO-LUMO gap, the calculation gives 9.375 eV. As for the HOMO energy: -9.15 eV.

---

No. 5
# C4H5NO

The molecule C4H5NO in a non-equilibrium geometry (ωB97M-V/def2-TZVPD, the Open Molecules 2025 dataset).

Geometry as XYZ:
```
11
Properties=species:S:1:pos:R:3:nbo_charge:R:1
O -1.6541 0.7833 0.9517 -0.28
N -0.3137 1.0681 0.9229 -0.13
C -0.7660 -0.6766 -0.4154 -0.37
C 0.2107 0.1812 0.1276 0.14
C 1.6959 0.1911 -0.0961 -0.65
C -1.9203 -0.2484 0.1512 0.14
H -0.5627 -1.4620 -1.1621 0.24
H 2.0774 1.1238 0.3538 0.24
H 2.2300 -0.6967 0.3007 0.23
H -2.9899 -0.4488 0.0556 0.22
H 1.9928 0.1849 -1.1899 0.22
```

For the energy relative to the best compared isomer or geometry (same formula, charge and spin), the calculation gives 34.0 kcal/mol. The value obtained for the total energy is -285.360347 a.u. For the HOMO-LUMO gap, the calculation gives 10.979 eV. As for the SMILES: Cc1ccon1. As for the HOMO energy: -9.95 eV.

---

No. 6
# C4H5NO

The molecule C4H5NO in a non-equilibrium geometry (ωB97M-V/def2-TZVPD, the Open Molecules 2025 dataset).

Geometry as XYZ:
```
11
Properties=species:S:1:pos:R:3:nbo_charge:R:1
O -1.2180 2.0901 0.5565 -0.55
N 0.7938 1.0404 0.3274 -0.65
C -1.0825 -0.4704 -0.3692 -0.55
C 1.1747 -0.2895 0.2313 -0.01
C 0.2178 -1.1419 -0.1282 -0.29
C -0.5795 1.1608 0.1289 0.72
H 1.4495 1.7771 0.0872 0.42
H -1.5557 -0.9685 -1.2664 0.25
H 0.4901 -2.1420 -0.4365 0.22
H 2.1860 -0.5387 0.4983 0.21
H -1.8762 -0.5173 0.3708 0.24
```

For the energy relative to the best compared isomer or geometry (same formula, charge and spin), the calculation gives 32.9 kcal/mol. The value obtained for the total energy is -285.362212 a.u. For the HOMO-LUMO gap, the calculation gives 9.564 eV. As for the SMILES: O=C1CC=CN1. As for the HOMO energy: -8.67 eV.

---

No. 7
# C4H5NO

A cluster of 2 separate species, C4H5NO in total in a non-equilibrium geometry (ωB97M-V/def2-TZVPD, the Open Molecules 2025 dataset).

Geometry as XYZ:
```
11
Properties=species:S:1:pos:R:3:nbo_charge:R:1
O -3.4504 -1.2583 -0.7297 -0.52
N 1.6260 -1.6662 0.2142 -0.30
C -2.7661 -0.4896 -0.1092 0.25
C 0.7387 -0.7548 -0.2088 0.05
C 3.3141 0.2958 0.2232 -0.70
C 2.0639 -0.4208 0.0381 0.21
H -1.5985 -0.4662 -0.2938 0.15
H -3.2365 0.1840 0.6057 0.10
H 3.7243 0.4875 -0.7629 0.27
H 3.2378 1.2201 0.8001 0.26
H 4.1506 -0.2927 0.7956 0.24
```

For the energy relative to the best compared isomer or geometry (same formula, charge and spin), the calculation gives 112.4 kcal/mol. The value obtained for the total energy is -285.235404 a.u. For the HOMO-LUMO gap, the calculation gives 9.453 eV. As for the SMILES: CC1=C=N1.C=O. As for the HOMO energy: -9.05 eV.

---

No. 8
# C4H5NO

A structure of composition C4H5NO in a non-equilibrium geometry (ωB97M-V/def2-TZVPD, the Open Molecules 2025 dataset).

Geometry as XYZ:
```
11
Properties=species:S:1:pos:R:3:nbo_charge:R:1
O -0.7736 1.5216 -0.0919 -0.52
N 2.1979 1.3970 -0.2291 -0.64
C -0.4338 0.3640 -0.0449 0.58
C -1.5014 -0.7015 0.0069 -0.71
C 1.0603 -0.7821 -0.3155 -0.33
C 1.4584 0.4484 0.0828 0.30
H 1.9875 2.2825 0.2236 0.37
H -1.5433 -1.2209 -0.9510 0.25
H -2.4831 -0.2679 0.1843 0.23
H -1.2540 -1.4264 0.7852 0.23
H 1.2851 -1.6146 0.3495 0.22
```

For the energy relative to the best compared isomer or geometry (same formula, charge and spin), the calculation gives 107.7 kcal/mol. The value obtained for the total energy is -285.242945 a.u. For the HOMO-LUMO gap, the calculation gives 9.807 eV. As for the HOMO energy: -9.50 eV.

---

No. 9
# C4H5NO

The molecule C4H5NO in a non-equilibrium geometry (ωB97M-V/def2-TZVPD, the Open Molecules 2025 dataset).

Geometry as XYZ:
```
11
Properties=species:S:1:pos:R:3:nbo_charge:R:1
O -3.0874 -0.1160 -0.0593 -0.53
N -1.8319 0.0507 -0.0224 0.02
C 0.8183 0.4372 0.0255 -0.39
C 0.3310 -0.9247 0.0199 -0.25
C -1.2007 1.1783 0.0294 0.00
C -0.9840 -1.1074 -0.1296 -0.03
H 1.0972 -1.7969 -0.0717 0.24
H -1.5067 2.2012 -0.2577 0.22
H 1.3003 0.8102 -0.8251 0.22
H 1.2122 1.0878 0.8981 0.25
H -1.5964 -2.0458 -0.2777 0.25
```

For the energy relative to the best compared isomer or geometry (same formula, charge and spin), the calculation gives 131.8 kcal/mol. The value obtained for the total energy is -285.204543 a.u. For the HOMO-LUMO gap (spin up / spin down), the calculation gives 8.991 / 8.990 eV. As for the HOMO energy (spin up / spin down): -8.68 / -8.68 eV.

---

No. 10
# C4H5NO

A structure of composition C4H5NO (ωB97M-V/def2-TZVPD, the Open Molecules 2025 dataset).

Geometry as XYZ:
```
11
Properties=species:S:1:pos:R:3:nbo_charge:R:1
O -0.5485 -0.1523 1.8751 -0.49
N 1.0154 1.4940 0.4977 -0.40
C 1.3953 0.4112 0.1542 0.29
C -0.3952 0.1545 0.7522 0.76
C 1.3589 -0.9129 -0.1825 -0.68
C -1.3029 0.4113 -0.4063 -0.71
H -1.9418 -0.4666 -0.5200 0.25
H -1.9244 1.2775 -0.1566 0.25
H 1.7068 -1.6404 0.5422 0.25
H 1.3918 -1.1877 -1.2321 0.24
H -0.7554 0.6114 -1.3239 0.25
```

For the energy relative to the best compared isomer or geometry (same formula, charge and spin), the calculation gives 74.7 kcal/mol. The value obtained for the total energy is -285.295604 a.u. For the HOMO-LUMO gap, the calculation gives 9.368 eV. As for the HOMO energy: -8.70 eV.